This record from the OMol25 dataset describes 3 unconnected molecules or ions with the total composition C17H33F5N2O4P. The level of theory is ωB97M-V with the def2-TZVPD basis set.

The largest force on an atom comes out at 2.4 eV/A. Its HOMO energy is -12.008 eV. The molar mass is 455.42 g/mol. As for the LUMO energy: -0.06956 hartree. The energy comes out at -52205.2586 eV. The value obtained for the frontier orbital gap is 10.115 eV. The total charge is +1.

Last column: natural (NBO) charge in e.
Element x y z (Å)
C (-3.547, -0.660, 3.186)  -0.6522
C (-4.398, -0.214, 2.000)  -0.0686
O (-3.951, -0.724, 0.707)  -0.5370
C (-2.602, -0.579, 0.550)  0.8267
O (-2.106, 0.490, 0.559)  -0.5842
C (-1.867, -1.865, 0.346)  -0.5283
C (-0.547, -1.710, -0.391)  -0.3920
C (0.462, -0.773, 0.330)  -0.7197
P (1.357, 0.200, -0.934)  1.0923
C (1.360, 2.001, -0.686)  -0.7264
C (1.438, 2.699, -2.093)  -0.3963
C (0.278, 3.665, -2.341)  -0.4700
C (-1.008, 2.970, -2.669)  0.6140
F (-1.324, 2.093, -1.697)  -0.3261
F (-1.986, 3.848, -2.783)  -0.2958
C (-0.952, 2.148, -4.026)  0.9104
F (-2.025, 2.366, -4.714)  -0.2896
F (-0.904, 0.862, -3.788)  -0.3140
F (0.056, 2.503, -4.766)  -0.3059
H (-4.193, -0.724, 4.052)  0.2350
H (-2.750, 0.053, 3.354)  0.2103
H (-3.127, -1.648, 3.040)  0.2122
H (-4.428, 0.864, 1.916)  0.1896
H (-5.396, -0.601, 2.129)  0.2014
H (-1.773, -2.419, 1.271)  0.2439
H (-2.509, -2.484, -0.278)  0.2518
H (-0.712, -1.436, -1.426)  0.2078
H (-0.097, -2.693, -0.434)  0.2350
H (0.034, -0.177, 1.121)  0.3138
H (1.209, -1.406, 0.795)  0.2686
H (0.762, -0.035, -2.180)  0.0321
H (2.654, -0.318, -1.038)  0.0685
H (2.275, 2.264, -0.175)  0.2633
H (0.485, 2.338, -0.153)  0.2802
H (1.420, 1.944, -2.876)  0.2051
H (2.391, 3.195, -2.187)  0.2376
H (0.551, 4.348, -3.132)  0.2528
H (0.136, 4.259, -1.443)  0.2331
C (1.433, 2.352, 2.731)  0.5304
O (1.348, 1.155, 2.491)  -0.6739
N (0.577, 3.039, 3.493)  -0.4092
C (0.733, 4.461, 3.746)  -0.4018
C (-0.549, 2.334, 4.089)  -0.4213
H (2.248, 2.976, 2.326)  0.1095
H (0.841, 4.634, 4.817)  0.2097
H (-0.145, 4.998, 3.383)  0.2043
H (1.616, 4.842, 3.236)  0.2127
H (-0.184, 1.532, 4.730)  0.2207
H (-1.164, 1.894, 3.302)  0.2143
H (-1.148, 3.025, 4.675)  0.2153
C (2.834, -3.890, -1.149)  0.5390
O (2.315, -2.803, -1.387)  -0.7057
N (2.525, -5.031, -1.764)  -0.4036
C (3.179, -6.287, -1.436)  -0.4021
C (1.501, -5.017, -2.799)  -0.4184
H (3.620, -4.006, -0.386)  0.1225
H (3.680, -6.682, -2.321)  0.2087
H (2.437, -7.009, -1.093)  0.2065
H (3.916, -6.137, -0.650)  0.2168
H (1.796, -4.340, -3.600)  0.2188
H (0.558, -4.664, -2.380)  0.2098
H (1.367, -6.018, -3.200)  0.2177